# C3H6N4

An isolated molecule of C3H6N4 at a distorted geometry (ωB97M-V/def2-TZVPD, OMol25).

```
13
Properties=species:S:1:pos:R:3:forces:R:3:nbo_charge:R:1
C -0.8433 -0.8058 -0.0955 -2.99 2.48 2.07 -0.612
H 0.1820 0.6282 -1.5412 -0.01 -0.40 1.82 0.212
H 3.2126 0.4744 0.3990 -1.91 2.11 -1.09 0.409
N 2.3184 0.9421 -0.0109 2.02 -3.47 0.51 -0.298
H -0.5462 1.2556 1.4337 1.23 1.16 -0.70 0.220
N 1.2076 0.1973 0.3860 1.46 0.70 1.43 -0.276
H -1.8404 -0.2885 0.4964 2.26 -1.57 -2.06 0.189
N 0.9245 2.5141 0.2547 -0.06 1.88 0.47 -0.229
C 0.0756 0.3179 -0.4378 -0.42 1.51 -2.01 -0.107
C 0.2299 1.4043 0.6244 -2.20 -3.87 -0.04 -0.005
H -1.1269 -1.3282 -1.0023 -0.16 -0.65 0.50 0.233
H -0.3579 -1.2800 0.7622 -0.22 -0.94 -0.70 0.241
N 2.0959 2.2464 -0.0624 0.99 1.06 -0.21 0.022
```
Forces are in eV/Å.

Its LUMO energy is 1.1 eV. As for the SMILES: C[C@H]1[C@@H]2N=NNN12. The largest force on an atom is 4.45 eV Å⁻¹. The frontier orbital gap comes out at 0.3718 Eh. Its energy relative to the best compared isomer or geometry (same formula, charge and spin) is 110.3 kcal per mole.

***

# H18O9

A cluster of 9 separate species, H18O9 in total at a distorted geometry (ωB97M-V/def2-TZVPD, OMol25).

```
27
Properties=species:S:1:pos:R:3:forces:R:3:nbo_charge:R:1
H 9.3578 7.2704 5.9158 0.11 0.44 -0.24 0.474
H 9.5069 4.8157 7.8257 0.68 1.92 1.16 0.464
O 7.0488 6.0599 9.3683 0.94 0.87 -0.12 -1.030
H 5.9870 4.4638 6.6639 0.47 -0.19 -0.23 0.483
O 8.5474 7.2321 6.4294 0.17 -1.17 0.29 -0.959
O 7.9203 3.3648 8.8253 0.49 -0.92 -0.40 -0.984
O 6.6752 4.3959 5.9706 -0.85 0.26 0.40 -0.983
H 7.4897 4.1622 9.1390 -0.23 0.69 -0.15 0.500
H 6.3138 7.7228 5.7322 -0.66 0.08 -0.30 0.491
H 4.2203 4.2563 3.0468 -0.21 0.13 -0.16 0.485
O 4.6923 6.1567 8.1626 -0.07 -0.62 0.30 -0.986
O 4.4937 6.8722 10.6690 -1.20 1.36 0.47 -0.949
O 5.6004 7.0793 5.5381 0.78 0.71 0.31 -0.987
O 9.7766 5.5278 8.5143 -0.44 -2.86 -1.33 -0.956
H 4.8775 7.6940 11.0026 -0.19 -0.11 -0.03 0.479
H 7.8443 3.3325 7.8580 -0.32 0.14 0.43 0.475
H 5.2304 6.2947 10.6336 1.41 -1.08 0.00 0.490
H 6.1341 4.3731 5.1586 0.22 -0.22 -0.06 0.508
O 4.8135 4.7199 3.6358 0.52 -0.19 0.45 -0.974
H 7.7226 6.7369 9.0707 -1.14 -1.29 0.35 0.503
H 4.6404 5.6638 3.6030 -0.16 0.12 -0.09 0.497
H 4.4678 6.6524 7.3946 0.04 0.54 -1.54 0.497
H 4.3081 6.6771 8.8769 -0.16 -0.08 0.72 0.505
H 6.1268 6.3048 5.7667 -0.04 -0.72 -0.12 0.484
H 8.6650 6.3405 6.8331 -0.49 0.99 -0.06 0.484
H 6.2499 6.1353 8.8026 0.27 0.28 -0.20 0.499
H 9.7419 4.8560 9.2298 0.06 0.91 0.15 0.490
```
Forces are in eV/Å.

Its LUMO energy is 0.4 eV. As for the SMILES: O.O.O.O.O.O.O.O.O. The largest force on an atom is 3.19 eV Å⁻¹. The frontier orbital gap comes out at 0.4198 Eh. Its energy relative to the best compared isomer or geometry (same formula, charge and spin) is 39.8 kcal per mole.

***

# C31H36N4O2ReS2

A structure of composition C31H36N4O2ReS2 at a distorted geometry (ωB97M-V/def2-TZVPD, OMol25).

```
76
Properties=species:S:1:pos:R:3:forces:R:3:mulliken_spin:R:1
C 1.8386 -2.5962 -2.6117 -0.11 -0.01 -0.07 0.002
H 0.9955 1.1928 8.1851 -0.02 0.01 -0.05 0.000
N -1.3076 -1.3468 -3.8374 -0.57 -0.11 0.45 0.015
C 2.3280 4.3749 -3.4751 0.04 0.06 0.05 0.053
H 2.4503 -3.1463 -3.3259 0.10 -0.03 -0.09 -0.001
H 2.1924 0.3136 0.9667 0.03 0.03 -0.05 0.002
H 4.0693 1.6903 -0.1790 -0.01 0.00 -0.05 0.001
C 1.6936 -0.3341 6.1992 -0.01 0.02 0.06 0.000
C 2.2586 -0.1406 -0.0257 0.15 -0.11 -0.18 0.000
C -1.8806 -0.1409 2.4800 0.28 -0.08 0.01 0.011
H -4.3345 -0.1018 0.0688 0.07 0.02 0.02 0.001
C 0.9467 -1.5630 -4.6724 -0.01 0.07 -0.07 0.018
C 1.2460 -0.9922 3.9462 0.06 -0.34 -0.09 0.001
C -1.7497 -0.0326 -0.0195 0.01 0.16 -0.24 0.008
H -3.1848 -1.3763 -2.9047 -0.02 0.10 0.01 0.001
C 0.4283 1.5220 7.3153 -0.01 -0.03 -0.08 0.000
H 1.4273 -0.8210 -0.1260 0.05 -0.18 -0.04 0.003
H -0.8072 -2.1753 -5.7274 -0.11 0.00 -0.03 -0.002
C 2.2599 0.9598 -1.0495 -0.36 0.00 -0.12 0.017
H -1.4455 2.0442 3.8404 0.02 -0.02 -0.03 0.000
C 0.1856 3.7104 -4.3208 0.03 0.18 -0.11 0.061
C 3.3880 2.9717 -1.7408 0.09 0.09 0.06 0.014
S -1.1812 1.5316 -3.3913 0.23 -0.17 0.22 0.187
C -2.0760 -3.0782 -2.1753 0.14 -0.01 -0.08 0.002
O -0.4835 0.2415 -0.1178 -0.39 -0.14 -0.02 -0.014
H 0.3150 -4.1687 -2.8363 0.02 -0.02 -0.03 -0.002
H -5.7780 -0.3532 2.0423 0.04 -0.01 0.04 0.000
C -3.9011 -0.1697 1.0585 0.04 -0.08 -0.05 0.004
C 0.1989 2.5854 -3.5338 -0.30 0.04 -0.16 -0.035
N -0.5340 -0.0268 2.6508 -0.27 0.16 0.28 0.008
C 1.9977 -1.1199 5.1002 0.02 -0.06 -0.11 0.000
C 3.3193 1.8749 -0.9374 0.11 0.03 -0.01 -0.007
C 0.7604 -3.5378 -2.0737 0.04 0.20 -0.12 0.001
H 1.4320 -1.6393 3.0906 -0.03 0.04 0.13 0.000
H 1.6568 -2.2094 -5.1862 0.13 -0.02 -0.01 0.000
C -4.7024 -0.3190 2.1475 -0.09 0.00 0.03 0.002
H -4.7167 -0.6147 4.2829 0.06 0.00 -0.07 0.000
C -4.0958 -0.4471 3.4089 0.06 0.01 0.17 0.006
N 1.3425 -1.3391 -3.2617 -0.60 0.00 0.36 0.016
C -0.9695 1.9806 4.8145 0.02 -0.14 0.12 -0.001
H -0.4467 -3.1975 -4.3638 0.04 -0.05 0.07 0.002
H 0.9444 -0.5953 -5.1766 -0.03 0.02 0.04 -0.002
H 0.7138 2.5565 7.0998 -0.02 -0.08 0.00 0.000
C -0.0430 0.7925 4.9418 -0.05 0.44 0.10 0.001
C 1.2945 2.2983 -2.7188 0.23 -0.42 0.08 0.037
Re -0.3888 -0.2349 -2.1421 0.37 -0.64 -0.73 0.645
H 0.0140 -0.0833 1.8192 0.21 0.14 -0.32 -0.006
C -2.4893 -0.0884 1.1894 -0.04 -0.09 -0.14 0.007
H -0.6306 1.5344 7.5857 0.07 -0.02 -0.02 0.000
S -0.5679 -2.6295 -1.2346 -0.09 0.20 0.02 0.003
H 4.2089 3.6753 -1.6543 -0.03 -0.05 -0.02 0.000
C -2.4783 -2.0990 -3.2905 0.23 -0.25 -0.17 0.000
H 3.1543 5.0743 -3.4132 -0.05 -0.07 -0.02 0.001
H -0.3947 2.8985 4.9619 -0.03 -0.03 0.02 0.000
C -0.4311 -2.1690 -4.7054 -0.04 0.14 -0.09 -0.014
C -2.7348 -0.3706 3.5741 -0.16 0.04 0.16 -0.003
H 2.8011 -1.8443 5.1535 -0.05 0.02 -0.02 0.000
H -1.9182 -4.0947 -2.5346 0.00 0.02 -0.01 0.000
H -2.2996 -0.4986 4.5555 -0.01 0.05 -0.01 0.000
H 2.4916 -2.3132 -1.7993 0.09 0.22 0.23 0.000
H 2.1096 -0.6743 -3.2669 0.07 -0.06 0.06 0.004
H -2.8683 -3.1147 -1.4325 -0.04 -0.04 0.04 0.000
C 0.6914 0.6238 6.1310 -0.08 0.20 0.05 0.000
H -1.7547 1.9797 5.5745 0.02 -0.05 -0.04 0.000
H -0.6821 3.9146 -4.9380 0.05 0.02 0.03 0.000
H 1.2004 -4.2038 -1.3349 0.08 -0.01 0.01 -0.001
O -2.2629 -0.3066 -1.1953 0.61 0.52 0.28 0.018
C 0.2092 -0.0701 3.8807 -0.22 -0.19 -0.23 0.000
H 2.2538 -0.4519 7.1204 -0.03 0.02 -0.07 0.000
H 1.2536 5.4819 -4.9457 -0.02 -0.05 0.05 0.000
H -2.9683 -2.6508 -4.0934 0.02 -0.03 -0.07 0.000
H -1.6803 -0.5983 -4.4152 -0.06 0.03 -0.04 -0.002
N 1.2909 1.1127 -1.9791 -0.06 0.34 0.88 -0.038
C 2.3491 3.2231 -2.6552 0.18 0.04 -0.06 -0.007
C 1.2716 4.6054 -4.3100 -0.09 -0.04 -0.05 -0.022
H 3.2048 -0.6862 -0.0571 -0.02 0.05 0.00 0.003
```
Forces are in eV/Å.

Its LUMO energy (spin up / spin down) is -5.9 / -7.1 eV. The largest force on an atom is 1.04 eV Å⁻¹. The frontier orbital gap (spin up / spin down) comes out at 0.2367 / 0.1959 Eh. As for the charge: +2. The multiplicity is 2.

***

# C14H21N5O3

An isolated molecule of C14H21N5O3 at a distorted geometry (ωB97M-V/def2-TZVPD, OMol25).

```
43
Properties=species:S:1:pos:R:3:forces:R:3:nbo_charge:R:1
H -2.9131 3.5784 -2.7211 0.44 -0.62 -0.21 0.221
C 0.2536 0.4604 1.0525 -0.69 -0.42 -0.84 0.703
C 3.5439 -2.2139 -0.4743 -0.31 0.30 0.37 -0.161
C -0.4374 -1.4070 -0.4450 3.41 -0.80 -0.35 -0.214
H -3.2991 -0.4173 -1.3972 -1.23 0.44 -0.32 0.213
C -1.9331 0.5353 -0.0506 3.28 -1.80 -2.01 -0.110
H -3.0546 -1.2567 0.1254 -0.01 -0.19 0.01 0.217
H -2.3155 0.8291 0.8520 -1.14 0.69 2.27 0.217
C -2.9751 3.8455 -1.6804 -1.44 0.38 1.04 -0.417
C -2.5829 -0.6615 -0.6515 -1.16 -1.49 -1.81 -0.410
C 4.9632 -2.7644 1.1198 0.65 5.08 3.25 0.154
N -2.5693 2.7681 -0.7327 -0.75 1.10 -2.12 -0.608
H 1.7028 0.9903 5.3461 -0.92 -1.34 -0.04 0.210
H 0.1889 0.1067 5.7729 -1.30 0.28 0.23 0.244
H 3.2839 0.8247 1.0414 0.77 1.32 0.07 0.230
N 4.4857 -1.5106 1.4214 1.38 -0.78 0.71 -0.494
H 1.6483 -0.7055 5.8510 0.70 -0.83 0.31 0.230
C 3.6344 -1.1453 0.4419 -1.51 -1.57 -0.64 0.131
C -1.4993 -1.4994 -1.4502 -1.89 -0.75 1.05 -0.398
H -0.5531 -2.2092 0.2878 0.46 -0.31 -0.10 0.197
H 5.8516 -3.1569 1.5312 0.41 -0.65 0.79 0.202
H 2.8040 -2.4977 -1.2601 1.09 0.48 0.71 0.225
H 1.3935 -1.2193 1.4437 -0.67 -1.58 -0.41 0.221
H -1.7501 -2.5942 -1.6714 -0.04 1.67 0.29 0.215
N 1.8057 -0.0209 2.9585 0.95 0.99 -2.19 -0.576
H -2.3930 4.7563 -1.5375 0.04 -0.08 0.09 0.204
C 2.7026 0.0776 0.5742 1.49 -1.49 0.98 -0.424
H 2.7087 0.2653 3.2793 0.31 0.36 -0.20 0.406
C 0.9263 -0.4017 3.8602 -3.33 -1.01 0.28 0.663
O -0.1300 -0.9906 3.5584 1.11 0.42 -0.19 -0.662
N 4.4655 -3.1350 0.0250 -2.78 -4.05 -5.49 -0.482
O -0.0814 1.5609 1.3589 0.18 3.19 1.86 -0.628
O -0.9153 1.6397 -1.8687 -0.62 0.48 -0.99 -0.623
N -0.6050 -0.1623 0.2220 -0.46 0.99 -0.13 -0.424
H -1.2429 -0.9863 -2.3465 0.12 0.39 -0.74 0.223
H 2.3459 0.3915 -0.3626 -0.30 0.53 -1.30 0.239
H -4.0926 4.1236 -1.5494 1.81 -0.58 0.19 0.199
H 0.5976 -1.4297 -0.9901 -1.50 -0.26 1.28 0.188
C 1.1096 0.0075 5.2748 2.38 2.06 0.08 -0.692
H -3.0267 2.7421 0.1394 -0.59 -0.05 0.77 0.396
C -1.7884 1.7168 -1.0283 1.64 -0.95 1.23 0.679
C 1.5343 -0.1787 1.4903 0.10 -1.55 1.71 -0.122
H 4.5647 -4.1201 -0.3555 -0.07 2.00 0.48 0.420
```
Forces are in eV/Å.

Its LUMO energy is 0.6 eV. As for the SMILES: CNC(=O)[C@H]1CCCN1C(=O)[C@@H](Cc1c[nH]cn1)NC(C)=O. The largest force on an atom is 7.36 eV Å⁻¹. The frontier orbital gap comes out at 0.3461 Eh. Its energy relative to the best compared isomer or geometry (same formula, charge and spin) is 47.6 kcal per mole.